This record from the OMol25 dataset describes 4 unconnected molecules or ions with the total composition C20H29BrF3IO15S4. The level of theory is ωB97M-V/def2-TZVPD.

Last column: Mulliken charge in e.
Atoms and positions in Å:
I1 -1.860 -1.625 2.900  0.240
Br1 -1.339 2.528 5.434  -0.174
S1 -4.664 -4.388 -0.187  1.179
S2 -2.808 5.410 -4.804  1.214
S3 0.282 -1.733 0.003  1.326
S4 7.863 -1.125 3.304  1.209
F1 1.099 -3.316 1.981  -0.202
F2 1.611 -1.228 2.228  -0.235
F3 2.669 -2.443 0.809  -0.219
O1 -2.793 1.517 2.390  -0.524
O2 7.018 -0.035 2.928  -0.599
O3 -3.229 4.791 -3.586  -0.593
O4 -1.943 6.550 -4.771  -0.649
O5 -0.022 1.133 -1.333  -0.521
O6 1.122 -1.414 -1.102  -0.680
O7 -2.170 4.312 -5.761  -0.250
O8 8.033 -2.108 2.064  -0.253
O9 -3.870 -3.848 0.874  -0.528
O10 -5.192 -5.826 0.253  -0.307
O11 -2.657 4.159 3.643  -0.455
O12 -0.710 -2.741 -0.142  -0.436
O13 7.563 -1.903 4.467  -0.642
O14 1.291 3.912 -1.926  -0.470
O15 -5.750 -3.635 -0.731  -0.616
C1 -1.668 1.307 2.020  -0.004
C2 -5.873 -5.929 1.519  -0.317
C3 1.243 3.171 0.362  -0.912
C4 -0.802 3.919 -5.509  -0.553
C5 -0.682 2.975 -4.332  -0.673
C6 1.493 -2.229 1.359  0.754
C7 0.147 2.237 0.763  0.799
C8 -4.222 5.767 -5.789  -0.941
C9 -0.638 2.363 1.828  0.284
C10 0.787 3.979 -0.840  0.033
C11 -1.193 -0.082 1.674  -0.351
C12 6.971 -3.051 1.807  -0.504
C13 -0.409 -0.201 0.612  0.093
C14 -1.642 3.553 3.793  0.288
C15 -0.503 3.487 2.809  -0.667
C16 9.531 -0.567 3.375  -0.933
C17 -7.300 -5.421 1.454  -0.987
C18 -3.612 -4.920 -1.493  -0.942
C19 -0.071 1.065 -0.131  -0.113
C20 5.772 -2.405 1.143  -0.842
H1 -7.330 -4.345 1.292  0.295
H2 1.494 3.856 1.159  0.486
H3 -5.862 -6.990 1.762  0.276
H4 -2.812 -5.523 -1.074  0.301
H5 10.172 -1.408 3.622  0.313
H6 -0.376 4.444 2.330  0.419
H7 0.400 3.294 3.378  0.489
H8 0.339 2.604 -4.248  0.414
H9 -4.774 4.845 -5.953  0.313
H10 9.796 -0.138 2.413  0.317
H11 -5.298 -5.410 2.288  0.291
H12 6.693 -3.551 2.736  0.356
H13 6.079 -1.845 0.259  0.271
H14 5.275 -1.709 1.817  0.284
H15 -1.360 2.129 -4.445  0.302
H16 -7.816 -5.640 2.389  0.387
H17 -3.895 6.201 -6.729  0.315
H18 -0.471 3.430 -6.422  0.281
H19 7.408 -3.801 1.151  0.279
H20 -4.203 -5.488 -2.206  0.355
H21 -4.830 6.476 -5.232  0.367
H22 -7.837 -5.894 0.633  0.269
H23 5.054 -3.167 0.848  0.387
H24 2.113 2.590 0.099  0.347
H25 -0.084 4.629 -0.648  0.388
H26 9.581 0.192 4.153  0.369
H27 -3.208 -4.026 -1.961  0.356
H28 -0.933 3.475 -3.400  0.106
H29 -0.186 4.809 -5.372  0.339

Computed properties:
HOMO ... -10.0508 eV
Molar mass ... 901.51 g mol⁻¹
Max |F| ... 0.038 hartree/bohr
Frontier orbital gap ... 0.3007 hartree

***

This record from the OMol25 dataset describes a molecular structure, C20H29N10O3SSn. The level of theory is ωB97M-V/def2-TZVPD.

Last column: Mulliken charge in e.
Atoms and positions in Å:
Sn1 -0.339 -0.136 -0.443  1.462
S1 0.875 1.141 2.562  1.537
O1 -1.762 1.759 -0.618  -0.006
O2 1.327 0.291 3.606  -0.645
O3 -0.406 0.861 1.929  -0.700
N1 3.892 0.510 0.387  -0.454
N2 0.790 6.661 4.503  -0.278
N3 -0.949 -0.199 -2.868  -0.015
N4 0.245 -0.702 -3.181  -0.314
N5 1.912 1.167 1.285  -0.222
N6 1.285 -1.248 -5.193  -0.544
N7 -1.890 -1.928 -0.272  -0.378
N8 -0.897 -0.456 -5.046  -0.828
N9 0.218 -0.833 -4.471  1.055
N10 3.816 1.413 2.632  -0.254
C1 -3.661 -4.181 1.601  -1.569
C2 -0.067 3.741 2.548  -0.134
C3 -2.554 3.955 -0.695  -0.295
C4 1.662 3.166 4.210  -0.641
C5 -0.109 5.021 3.018  -0.625
C6 1.646 4.445 4.680  -0.705
C7 5.870 0.645 1.704  -0.620
C8 -1.623 2.973 -1.393  -0.722
C9 5.177 0.336 0.509  0.045
C10 0.773 5.413 4.081  1.069
C11 0.810 2.817 3.143  -0.179
C12 -1.623 -0.057 -4.009  -0.328
C13 5.096 1.202 2.751  0.054
C14 -4.704 -3.869 -0.687  -1.543
C15 3.211 1.026 1.459  0.255
C16 -3.177 1.629 -0.315  -0.517
C17 -2.557 -2.851 -0.111  -0.399
C18 -2.599 -5.250 -0.444  -1.557
C19 -3.389 -4.040 0.093  1.982
C20 -3.676 3.062 -0.109  -0.598
H1 0.170 7.363 4.117  0.265
H2 1.415 6.954 5.245  0.270
H3 -4.621 3.216 -0.623  0.343
H4 -5.263 -3.000 -0.338  0.383
H5 6.931 0.470 1.814  0.414
H6 -2.735 -4.274 2.168  0.403
H7 -2.936 4.693 -1.395  0.431
H8 -5.314 -4.756 -0.524  0.415
H9 -0.811 5.740 2.615  0.421
H10 -4.520 -3.770 -1.757  0.389
H11 -4.254 -5.080 1.761  0.414
H12 5.695 -0.099 -0.338  0.450
H13 -2.629 0.318 -4.096  0.472
H14 1.036 -1.497 -6.140  0.316
H15 -3.181 -6.151 -0.258  0.412
H16 -2.434 -5.162 -1.518  0.393
H17 2.288 2.407 4.657  0.559
H18 -3.274 0.990 0.560  0.391
H19 -0.724 3.418 1.751  0.294
H20 -4.223 -3.328 1.981  0.391
H21 5.561 1.520 3.678  0.473
H22 -0.574 3.261 -1.389  0.442
H23 -3.678 1.153 -1.161  0.287
H24 1.920 -1.847 -4.690  0.279
H25 -1.635 -5.352 0.056  0.399
H26 -1.945 2.786 -2.420  0.317
H27 2.273 4.736 5.514  0.370
H28 -3.840 3.273 0.945  0.253
H29 -2.028 4.484 0.099  -0.034

Computed properties:
HOMO (spin up / spin down) ... -17.0616 / -17.0616 eV
Molar mass ... 608.30 g mol⁻¹
Max |F| ... 0.016 hartree/bohr
Frontier orbital gap (spin up / spin down) ... 0.2125 / 0.2269 hartree
Total charge ... +3

***

This record from the OMol25 dataset describes 2 unconnected molecules or ions with the total composition C20H29N2O2. The level of theory is ωB97M-V/def2-TZVPD.

Last column: Mulliken charge in e.
Atoms and positions in Å:
O1 6.867 -1.264 3.793  -0.508
O2 1.871 0.122 2.694  -0.492
N1 -0.162 1.213 -0.834  0.417
N2 -0.318 0.152 0.130  -0.387
C1 4.640 -1.127 4.534  -0.396
C2 -2.232 2.156 1.588  -1.366
C3 -2.277 -2.690 -3.135  -0.657
C4 0.801 -0.841 -0.033  0.215
C5 3.022 -0.197 2.944  0.507
C6 -1.720 -0.364 -2.173  0.583
C7 5.726 -0.947 3.543  0.288
C8 5.361 -0.364 2.229  -0.511
C9 -0.383 2.583 -0.286  -1.238
C10 -1.429 -1.483 -3.088  1.100
C11 -3.442 -2.846 -2.290  -0.593
C12 -3.741 -1.748 -1.362  -0.869
C13 -2.921 -0.558 -1.330  0.029
C14 -2.980 3.041 -0.723  -1.354
C15 -0.835 0.910 -2.161  -1.125
C16 -0.235 -1.480 -4.109  -1.535
C17 3.385 -0.779 4.255  -0.367
C18 -1.775 2.972 0.288  0.851
C19 0.422 -2.047 0.959  -1.237
C20 4.106 -0.017 1.952  -0.156
H1 1.295 -2.382 1.574  0.339
H2 -3.173 2.635 1.966  0.490
H3 -3.232 0.228 -0.596  0.130
H4 -0.030 0.727 -2.928  0.188
H5 -0.567 -2.028 -5.036  0.469
H6 2.579 -0.903 4.966  0.435
H7 4.923 -1.553 5.488  0.410
H8 0.023 -0.445 -4.472  0.393
H9 -2.037 -3.525 -3.842  0.358
H10 -0.116 3.319 -1.098  0.425
H11 -1.395 1.796 -2.571  0.406
H12 3.822 0.410 0.998  0.352
H13 0.852 1.174 -1.050  0.457
H14 6.166 -0.239 1.517  0.421
H15 -2.920 3.925 -1.426  0.336
H16 -1.451 2.395 2.370  0.321
H17 0.022 -2.889 0.346  0.337
H18 -4.610 -1.818 -0.665  0.390
H19 -4.105 -3.742 -2.318  0.376
H20 -3.120 2.143 -1.369  0.270
H21 -1.667 4.028 0.678  0.330
H22 -0.362 -1.715 1.691  0.289
H23 -0.069 0.619 1.018  0.360
H24 1.718 -0.358 0.405  -0.316
H25 0.657 -2.026 -3.712  0.287
H26 -3.943 3.188 -0.159  0.362
H27 -2.327 1.061 1.406  0.257
H28 0.927 -1.180 -1.089  0.446
H29 0.389 2.757 0.521  0.480

Computed properties:
HOMO ... -11.7314 eV
Molar mass ... 329.46 g mol⁻¹
Max |F| ... 0.061 hartree/bohr
Frontier orbital gap ... 0.2831 hartree
Total charge ... +1

***

This record from the OMol25 dataset describes a single C20H29N3O2 molecule. The level of theory is ωB97M-V/def2-TZVPD.

Last column: Mulliken charge in e.
Atoms and positions in Å:
O1 2.681 -3.617 2.222  -0.674
O2 0.820 -0.414 2.631  -0.675
N1 1.162 -2.527 0.964  0.460
N2 0.769 -1.898 -0.169  -0.604
N3 -1.123 -1.222 3.459  -0.110
C1 -0.187 -0.927 -2.571  -0.416
C2 0.133 -2.631 1.968  -1.365
C3 -2.596 1.727 2.821  -1.041
C4 -0.688 -0.282 -3.680  -0.704
C5 0.109 0.581 -4.427  1.025
C6 -0.808 2.187 -0.603  0.092
C7 1.424 0.774 -4.026  -0.906
C8 -1.745 2.489 0.567  -1.025
C9 0.660 2.172 -0.192  -1.004
C10 3.108 -1.502 -0.672  -0.681
C11 3.373 -2.822 0.048  -0.838
C12 -2.797 0.574 3.807  -0.708
C13 -1.847 1.327 1.553  0.514
C14 -1.489 -0.082 4.273  -0.685
C15 2.413 -3.013 1.203  0.835
C16 -0.003 -1.298 2.716  0.665
C17 1.635 -1.409 -0.973  0.248
C18 1.137 -0.736 -2.167  0.979
C19 1.936 0.127 -2.917  -0.910
C20 -0.451 1.298 -5.616  -1.465
H1 3.223 -3.661 -0.640  0.303
H2 0.435 -3.412 2.673  0.472
H3 3.710 -1.445 -1.579  0.457
H4 -0.808 -1.594 -1.993  0.427
H5 -3.325 0.959 4.681  0.336
H6 -1.715 -0.444 -3.977  0.379
H7 -2.043 2.525 3.321  0.346
H8 -0.810 -2.893 1.482  0.391
H9 1.290 2.023 -1.066  0.228
H10 4.393 -2.878 0.428  0.352
H11 -0.843 1.004 1.816  -0.230
H12 -1.112 0.646 -6.185  0.375
H13 -3.431 -0.190 3.350  0.375
H14 0.934 3.117 0.273  0.473
H15 -0.949 2.949 -1.374  0.361
H16 -0.660 0.625 4.219  0.325
H17 -2.356 0.489 1.070  0.254
H18 2.958 0.317 -2.627  0.306
H19 -1.034 2.159 -5.288  0.267
H20 -1.381 3.375 1.093  0.348
H21 0.343 1.653 -6.268  0.380
H22 2.059 1.444 -4.589  0.323
H23 -3.577 2.126 2.552  0.391
H24 -1.068 1.222 -1.041  -0.057
H25 3.376 -0.663 -0.021  0.319
H26 -2.742 2.723 0.182  0.393
H27 -1.761 -2.002 3.464  0.252
H28 -1.593 -0.420 5.310  0.413
H29 0.862 1.371 0.513  0.035

Computed properties:
HOMO ... -8.1952 eV
Molar mass ... 343.47 g mol⁻¹
Max |F| ... 0.019 hartree/bohr
Frontier orbital gap ... 0.3211 hartree

***

We obtain relative energy (zero: lowest compared OMol25 entry of this formula, charge and spin) values of 5.0 24.0 137.7 33.7 kcal per mole for the records listed above, in that order.